C27H46N2O7P2RuS2 as an isolated structure at a distorted geometry. Source: OMol25; level of theory: ωB97M-V/def2-TZVPD.

XYZ file:
```
87
Properties=species:S:1:pos:R:3:forces:R:3:lowdin_charge:R:1
Ru -0.266 -0.152 -0.028 0.840 0.097 -0.596 0.7175
C -3.646 -3.147 2.849 -0.003 -0.001 0.043 -0.0644
C -2.889 -3.066 1.548 0.151 0.037 -0.010 -0.2892
O -2.908 -1.691 1.119 -0.303 0.001 0.023 -0.3688
P -2.620 -1.295 -0.392 -0.536 -0.622 0.282 -0.1663
S -1.024 -2.196 -1.093 0.249 -0.278 -0.272 0.3553
S -2.493 0.681 -0.384 0.382 0.210 0.018 0.4076
O -3.878 -1.855 -1.218 -0.040 0.141 -0.022 -0.3322
C -5.147 -1.173 -1.230 0.063 -0.019 0.014 -0.2885
C -5.911 -1.346 0.064 -0.028 0.024 0.038 -0.0771
H -3.641 -4.173 3.219 0.003 0.003 0.000 0.0796
H -4.682 -2.831 2.718 -0.004 -0.011 -0.008 0.0698
H -3.179 -2.505 3.596 0.010 0.005 -0.009 0.0838
H -3.335 -3.698 0.775 -0.031 0.008 0.006 0.1116
H -1.845 -3.356 1.674 -0.005 -0.018 -0.008 0.1075
H -5.685 -1.612 -2.068 -0.013 0.014 0.003 0.1169
H -4.973 -0.117 -1.449 -0.016 0.003 0.002 0.0842
H -6.055 -2.403 0.289 0.002 -0.005 -0.011 0.0817
H -6.891 -0.875 -0.026 -0.003 -0.011 -0.010 0.0802
H -5.383 -0.883 0.898 -0.001 0.004 -0.007 0.0700
O -0.233 2.567 5.056 0.075 -0.110 -0.110 0.1298
C 0.222 3.378 4.116 0.006 -0.089 0.009 -0.5028
O 0.542 4.520 4.332 -0.041 0.047 0.032 0.0982
C 0.324 2.823 2.736 -0.041 0.156 -0.041 -0.0402
C 0.669 3.582 1.638 0.055 -0.013 -0.035 0.0167
N 0.645 2.769 0.564 0.078 0.029 0.016 0.0585
N 0.317 1.523 0.912 -0.161 0.589 0.350 -0.0891
C 0.099 1.537 2.214 0.082 0.107 0.158 -0.1307
C -0.321 0.225 2.794 0.013 -0.075 0.053 -0.5486
O -0.626 0.156 3.983 0.145 0.005 0.048 0.0639
O -0.289 -0.729 1.946 -0.684 -0.309 0.276 -0.1447
H -0.398 1.641 4.709 -0.064 0.050 0.028 0.0722
H 0.930 4.624 1.576 0.002 0.009 -0.002 0.1400
H 0.827 2.975 -0.404 -0.032 -0.044 0.002 0.1319
O 0.681 0.635 -1.822 -0.047 0.279 -0.627 -0.4596
P 1.228 1.062 -3.169 -0.060 -0.224 0.423 0.8296
C 1.517 -0.420 -4.191 -0.097 -0.126 -0.137 -0.3198
C 2.427 -0.334 -5.432 -0.064 0.071 0.048 -0.1843
C 1.722 0.172 -6.689 -0.011 -0.041 0.063 -0.1951
C 0.502 -0.688 -6.998 0.000 0.002 -0.003 -0.1961
C -0.465 -0.687 -5.820 0.073 -0.031 0.039 -0.1878
C 0.210 -1.171 -4.535 0.079 0.043 -0.040 -0.1847
C 0.102 2.241 -3.973 -0.158 0.131 0.018 -0.3336
C -1.347 1.873 -3.603 0.040 -0.012 -0.162 -0.2200
C -2.334 2.633 -4.499 0.011 -0.009 0.002 -0.1756
C -1.810 4.029 -4.867 -0.003 0.000 0.024 -0.1954
C -0.938 4.565 -3.738 0.013 -0.010 -0.002 -0.1881
C 0.342 3.723 -3.596 -0.070 -0.079 -0.007 -0.1784
C 2.813 1.884 -2.815 0.172 0.005 -0.072 -0.3324
C 3.499 2.649 -3.975 -0.012 -0.039 0.081 -0.1778
C 5.018 2.605 -3.827 -0.009 -0.009 0.005 -0.1963
C 5.539 1.172 -3.917 -0.034 0.000 0.037 -0.1854
C 4.782 0.211 -2.971 0.002 0.029 -0.006 -0.1776
C 3.783 0.934 -2.067 -0.048 0.017 -0.033 -0.1823
H 2.040 -1.021 -3.435 -0.021 -0.030 -0.021 0.1194
H 2.776 -1.353 -5.632 0.004 -0.012 0.010 0.1292
H 3.318 0.256 -5.231 0.003 -0.030 -0.019 0.0647
H 2.423 0.161 -7.526 0.011 -0.001 0.003 0.1143
H 1.413 1.215 -6.557 0.005 0.023 -0.024 0.0991
H 0.835 -1.714 -7.190 -0.009 0.003 -0.038 0.1170
H 0.005 -0.338 -7.905 -0.007 -0.003 0.005 0.1112
H -1.322 -1.330 -6.030 -0.011 0.004 0.009 0.1195
H -0.861 0.323 -5.690 -0.040 0.016 -0.002 0.0840
H 0.473 -2.225 -4.667 0.008 -0.003 0.010 0.1254
H -0.476 -1.140 -3.690 -0.051 -0.037 0.076 0.0482
H 0.231 2.122 -5.051 0.041 0.031 -0.025 0.1034
H -1.501 2.124 -2.555 -0.009 0.018 0.061 0.0561
H -1.530 0.802 -3.663 -0.010 -0.021 0.044 0.0941
H -3.285 2.722 -3.971 -0.003 -0.021 -0.006 0.1143
H -2.531 2.057 -5.407 -0.011 0.008 -0.002 0.1055
H -2.641 4.705 -5.068 0.005 0.001 -0.019 0.1095
H -1.218 3.984 -5.787 0.002 0.005 0.000 0.1126
H -1.510 4.539 -2.807 -0.004 0.010 -0.002 0.1161
H -0.667 5.607 -3.911 0.000 0.003 0.021 0.1114
H 0.702 3.802 -2.566 0.037 0.018 -0.004 0.0939
H 1.119 4.138 -4.237 0.023 0.004 0.008 0.1007
H 2.485 2.620 -2.073 0.053 0.037 -0.001 0.0989
H 3.160 3.683 -3.982 -0.003 0.014 0.011 0.0982
H 3.224 2.233 -4.948 -0.012 0.017 -0.024 0.1009
H 5.296 3.044 -2.865 0.017 0.031 -0.019 0.1167
H 5.483 3.222 -4.598 0.005 -0.002 -0.003 0.1138
H 6.607 1.158 -3.698 0.003 0.001 0.000 0.1070
H 5.436 0.830 -4.950 0.029 -0.003 -0.006 0.1029
H 5.490 -0.322 -2.334 -0.006 -0.016 0.002 0.1118
H 4.268 -0.557 -3.549 0.018 -0.004 0.025 0.0853
H 4.338 1.532 -1.342 -0.004 0.004 0.004 0.1176
H 3.211 0.213 -1.479 0.010 0.008 0.015 0.1039
```
Positions in Å, forces in eV/Å.

2S+1	1
electronic energy	-3266.8098	hartree
E_HOMO	-7.48	eV
lowest unoccupied orbital energy	-0.06	eV
energy above the lowest of the compared OMol25 structures with the same formula, charge and spin	27.3	kJ/mol
frontier orbital gap	7.420	eV